{"formula": "C32H47N5OS3Ti", "method": "ωB97M-V/def2-TZVPD", "elements": ["Ti", "C", "C", "C", "C", "C", "C", "C", "C", "N", "C", "C", "C", "C", "N", "C", "C", "C", "C", "C", "C", "C", "C", "H", "H", "H", "H", "H", "H", "H", "H", "H", "H", "H", "H", "H", "H", "H", "H", "H", "H", "H", "H", "H", "H", "H", "H", "C", "C", "S", "C", "C", "S", "H", "H", "H", "H", "H", "H", "C", "C", "O", "C", "C", "H", "H", "H", "H", "H", "H", "H", "H", "H", "H", "C", "C", "C", "N", "N", "C", "N", "S", "H", "H", "H", "H", "H", "H", "H"], "coordinates": [[-0.253083, 0.006157, 0.077516], [-1.339150, -3.786657, -0.815816], [-2.180213, -3.446952, 0.383829], [-3.359930, -4.141856, 0.618705], [-4.189687, -3.800093, 1.672083], [-3.840929, -2.739756, 2.491298], [-2.663217, -2.030547, 2.291340], [-2.341099, -0.872981, 3.194166], [-1.818401, -2.398323, 1.240920], [-0.564673, -1.733592, 1.010297], [0.553106, -2.503681, 1.292325], [0.508689, -3.746548, 2.138776], [1.707894, -2.028488, 0.759050], [3.035528, -2.713401, 0.923930], [1.554660, -0.847369, 0.059447], [2.632722, -0.502546, -0.818983], [3.564719, 0.478995, -0.462730], [3.449304, 1.217453, 0.841623], [4.605585, 0.775912, -1.333068], [4.729516, 0.121065, -2.548781], [3.802533, -0.846008, -2.896423], [2.757841, -1.178513, -2.039648], [1.782031, -2.253612, -2.429267], [-1.893294, -4.427817, -1.500534], [-0.415316, -4.301315, -0.542870], [-1.058597, -2.877374, -1.347948], [-3.637277, -4.946812, -0.051738], [-5.110534, -4.342532, 1.842108], [-4.496645, -2.447118, 3.303037], [-3.226885, -0.570694, 3.752409], [-1.992905, -0.016687, 2.615044], [-1.567096, -1.133554, 3.919765], [-0.441074, -3.848561, 2.658798], [1.304642, -3.724522, 2.886421], [0.657036, -4.651400, 1.542395], [3.194680, -3.001088, 1.965213], [3.859941, -2.068739, 0.622506], [3.096182, -3.629107, 0.328363], [2.463028, 1.674405, 0.933557], [4.201446, 2.004407, 0.902858], [3.594300, 0.550511, 1.693706], [5.328181, 1.533272, -1.050301], [5.545526, 0.361318, -3.218748], [3.886687, -1.362590, -3.845576], [1.786853, -2.408362, -3.508082], [0.772763, -1.989987, -2.120383], [2.029266, -3.204419, -1.951103], [-4.527062, 3.459197, -0.745777], [-3.466820, 2.400254, -1.005343], [-2.205006, 2.839991, -2.109566], [-3.573299, 1.224908, -0.341183], [-4.649731, 0.922157, 0.675429], [-2.495140, -0.180951, -0.586940], [-4.264337, 4.373070, -1.270811], [-4.622585, 3.681076, 0.320955], [-5.508828, 3.131090, -1.097681], [-5.569191, 1.466854, 0.466372], [-4.335490, 1.189267, 1.693484], [-4.884920, -0.143566, 0.687069], [-0.138669, 3.810648, 1.132609], [-0.992802, 2.581530, 1.326625], [-0.198669, 1.387703, 1.622698], [0.428728, 1.444580, 2.924095], [1.016866, 0.113039, 3.311821], [-0.785174, 4.617062, 0.786949], [0.598000, 3.624929, 0.351213], [0.359926, 4.136800, 2.046587], [-1.542871, 2.360694, 0.411418], [-1.712095, 2.690001, 2.143098], [-0.343329, 1.759786, 3.632755], [1.200792, 2.215876, 2.890708], [0.249708, -0.649054, 3.408027], [1.525288, 0.225502, 4.270664], [1.738048, -0.225966, 2.572453], [3.201103, 3.762070, -3.512408], [2.189179, 3.629037, -2.377327], [1.335481, 2.410498, -2.485841], [0.951981, 1.703159, -1.486732], [0.172969, 0.647850, -1.848788], [-0.167705, 0.631873, -3.109143], [-1.043063, -0.260325, -3.616840], [0.657382, 1.861942, -3.995098], [3.815555, 4.650006, -3.369681], [2.700626, 3.860527, -4.477627], [3.852796, 2.890575, -3.553019], [1.529703, 4.501263, -2.357817], [2.690827, 3.575965, -1.409452], [-1.731541, -0.532164, -2.908830], [-1.471277, 0.011357, -4.488618]], "forces_ev_per_angstrom": [[-0.564, -0.076, 0.272], [-0.023, -0.023, 0.067], [0.063, 0.018, -0.028], [-0.006, 0.038, -0.023], [0.000, 0.020, 0.020], [-0.046, -0.043, -0.005], [0.081, 0.082, 0.009], [-0.033, -0.035, -0.015], [-0.037, -0.157, 0.003], [-0.130, 0.146, -0.022], [0.235, -0.067, -0.014], [-0.021, 0.047, -0.015], [-0.068, -0.186, 0.133], [-0.020, 0.036, 0.002], [0.180, 0.251, -0.216], [0.177, -0.128, -0.058], [-0.072, 0.043, 0.085], [0.007, -0.014, -0.058], [0.021, 0.014, -0.046], [-0.012, 0.026, 0.004], [-0.005, 0.008, -0.007], [-0.083, -0.010, 0.004], [0.049, 0.042, 0.007], [-0.004, -0.005, 0.011], [0.027, 0.032, -0.006], [0.016, 0.021, -0.035], [0.002, -0.002, 0.002], [-0.005, -0.001, 0.003], [0.001, 0.009, 0.003], [-0.013, -0.008, -0.005], [-0.008, 0.000, 0.024], [-0.050, 0.000, -0.005], [-0.005, 0.006, 0.012], [-0.004, -0.006, -0.004], [-0.031, -0.012, 0.005], [-0.002, -0.003, -0.003], [-0.003, -0.017, 0.010], [0.022, 0.012, -0.017], [-0.035, 0.009, 0.026], [-0.001, -0.004, -0.003], [-0.027, -0.016, 0.013], [-0.002, -0.002, 0.004], [-0.002, 0.006, -0.001], [0.003, -0.001, 0.002], [0.007, -0.003, 0.005], [-0.045, -0.025, 0.002], [-0.013, -0.006, 0.031], [0.045, -0.013, 0.026], [-0.062, -0.132, 0.040], [0.025, 0.036, -0.058], [0.030, 0.090, 0.015], [0.050, -0.022, 0.004], [-0.082, -0.025, -0.129], [-0.003, -0.002, 0.006], [-0.006, 0.011, 0.012], [0.000, -0.016, -0.003], [-0.028, 0.032, -0.022], [-0.004, -0.008, -0.007], [0.001, 0.012, -0.004], [-0.001, -0.008, 0.026], [0.055, 0.054, -0.021], [0.088, -0.010, -0.011], [0.050, -0.030, 0.099], [0.024, 0.020, -0.044], [-0.021, -0.003, -0.015], [0.026, 0.010, 0.011], [-0.005, -0.008, -0.014], [0.011, 0.011, -0.068], [0.002, -0.022, -0.027], [0.000, -0.003, -0.024], [-0.029, -0.009, -0.023], [0.074, 0.031, -0.018], [0.005, 0.010, 0.004], [0.016, 0.009, 0.005], [-0.043, -0.005, 0.033], [-0.013, 0.025, -0.013], [-0.239, 0.139, -0.008], [0.386, -0.191, -0.021], [0.094, -0.031, -0.009], [-0.047, 0.111, 0.020], [0.046, 0.020, 0.004], [-0.016, -0.071, 0.045], [-0.003, -0.005, -0.001], [0.006, 0.004, -0.005], [0.038, -0.037, -0.004], [-0.005, -0.002, 0.020], [0.005, -0.003, -0.003], [0.005, 0.014, 0.004], [0.007, -0.001, 0.004]], "mulliken_charge": [-0.996, -0.839, 1.528, -1.122, -1.036, -1.088, 1.205, -0.782, -1.602, 2.987, 0.528, -2.235, 0.083, -2.067, 3.190, -1.455, 1.224, -0.683, -0.760, -1.097, -0.849, 0.941, -1.189, 0.559, 0.192, -0.231, 0.450, 0.402, 0.449, 0.571, -0.481, 0.374, 0.418, 0.497, 0.301, 0.471, 0.407, 0.300, -0.398, 0.513, 0.273, 0.411, 0.429, 0.479, 0.544, -0.270, 0.262, -1.671, 1.141, -0.340, 0.035, -1.743, -0.599, 0.381, 0.321, 0.354, 0.450, 0.182, 0.302, -1.379, 0.092, 0.676, -0.741, -0.045, 0.493, 0.041, 0.396, -0.689, 0.595, 0.458, 0.451, -0.523, 0.598, -0.451, -1.367, -0.436, 0.066, -0.172, 0.909, -0.132, -0.320, -0.282, 0.404, 0.407, 0.285, 0.378, 0.212, 0.159, 0.297], "e_above_lowest_ev": 0.283, "e_homo_ev": [-5.934, -5.933], "orbital_gap_ev": [6.0, 5.9], "lumo_ev": [0.021, 0.009], "total_charge": 0}